{
  "formula": "C36H32BMnN12",
  "method": "ωB97M-V with the def2-TZVPD basis set",
  "symbols": ["Mn", "C", "C", "C", "C", "C", "C", "N", "C", "C", "C", "C", "C", "N", "C", "C", "C", "C", "C", "C", "N", "H", "H", "H", "H", "H", "H", "H", "H", "H", "H", "H", "H", "H", "H", "H", "C", "C", "N", "N", "C", "B", "N", "C", "C", "C", "N", "N", "C", "C", "C", "N", "N", "C", "C", "C", "N", "H", "H", "H", "H", "H", "H", "H", "H", "H", "H", "H", "H", "N", "C", "C", "C", "C", "C", "C", "C", "H", "H", "H", "H", "H"],
  "xyz": [[-0.10, 0.31, 0.26], [3.38, 1.67, 1.82], [2.44, 1.00, 2.82], [2.94, 0.35, 3.99], [1.98, -0.21, 4.84], [0.64, -0.14, 4.53], [0.26, 0.48, 3.35], [1.15, 0.97, 2.52], [-1.18, 0.72, 3.00], [-2.09, 0.67, 4.05], [-3.41, 0.90, 3.78], [-3.78, 1.21, 2.49], [-2.82, 1.11, 1.50], [-1.53, 0.89, 1.72], [-3.21, 1.38, 0.06], [-4.51, 1.25, -0.35], [-4.76, 1.52, -1.68], [-3.72, 1.97, -2.52], [-2.46, 2.15, -1.97], [-1.37, 2.74, -2.79], [-2.19, 1.82, -0.66], [4.17, 2.14, 2.34], [2.87, 2.42, 1.19], [3.87, 0.88, 1.12], [3.98, 0.23, 4.17], [2.38, -0.71, 5.71], [-0.09, -0.56, 5.19], [-1.80, 0.37, 5.05], [-4.11, 0.92, 4.63], [-4.77, 1.44, 2.14], [-5.24, 0.81, 0.34], [-5.78, 1.36, -2.05], [-3.93, 2.28, -3.53], [-1.54, 2.51, -3.86], [-0.42, 2.36, -2.49], [-1.33, 3.78, -2.54], [3.80, -1.64, 0.51], [2.44, -1.51, 0.90], [1.82, -0.73, 0.05], [2.72, -0.36, -0.91], [3.94, -0.87, -0.62], [2.14, 0.60, -1.96], [0.81, 0.01, -2.49], [0.54, -0.38, -3.70], [-0.76, -0.91, -3.70], [-1.22, -0.72, -2.42], [-0.27, -0.17, -1.71], [1.82, 1.94, -1.24], [2.18, 3.23, -1.37], [1.39, 4.03, -0.57], [0.56, 3.10, 0.12], [0.79, 1.89, -0.36], [3.02, 0.81, -3.15], [3.74, -0.11, -3.85], [4.23, 0.50, -4.97], [3.62, 1.81, -4.95], [2.95, 1.97, -3.86], [4.43, -2.28, 1.13], [1.94, -1.97, 1.72], [4.80, -0.65, -1.24], [1.23, -0.22, -4.47], [-1.22, -1.31, -4.56], [-2.18, -0.98, -1.94], [2.91, 3.50, -2.09], [1.41, 5.09, -0.46], [-0.25, 3.20, 0.81], [3.89, -1.15, -3.54], [4.85, 0.02, -5.73], [3.68, 2.56, -5.68], [-0.96, -1.50, 0.69], [-1.23, -2.57, 0.93], [-1.81, -3.83, 1.16], [-3.00, -4.16, 0.48], [-3.64, -5.33, 0.81], [-3.00, -6.21, 1.72], [-1.87, -5.82, 2.42], [-1.24, -4.62, 2.15], [-3.42, -3.44, -0.24], [-4.47, -5.69, 0.27], [-3.39, -7.24, 1.97], [-1.39, -6.44, 3.13], [-0.28, -4.42, 2.62]],
  "lowdin_spin": [3.801, 0.001, 0.003, 0.002, 0.001, 0.000, 0.004, 0.024, 0.007, 0.000, 0.004, -0.001, 0.005, 0.016, 0.004, 0.000, 0.002, 0.001, 0.003, 0.000, 0.031, 0.000, 0.000, 0.000, 0.000, 0.000, 0.000, 0.000, 0.000, 0.000, 0.000, 0.000, 0.000, 0.000, 0.000, 0.000, 0.003, 0.006, 0.040, 0.004, 0.005, 0.000, 0.004, 0.011, 0.005, 0.007, 0.010, -0.005, 0.017, 0.005, 0.014, -0.054, 0.000, 0.000, 0.000, 0.000, 0.000, 0.000, 0.000, 0.000, 0.001, 0.000, 0.000, 0.000, 0.000, 0.001, 0.000, 0.000, 0.000, -0.011, 0.017, 0.002, 0.002, 0.000, 0.003, 0.000, 0.003, 0.000, 0.000, 0.000, 0.000, 0.000],
  "multiplicity": 5,
  "charge": 2,
  "e_above_lowest_kcal_mol": 0.0
}